A single C5H7NO molecule at a distorted geometry. Source: the OMol25 dataset; level of theory: ωB97M-V with the def2-TZVPD basis set.

```
14
Properties=species:S:1:pos:R:3
N 0.428 2.389 -0.677
C 0.023 1.290 -0.241
O -1.339 0.430 -0.597
C -1.351 -0.757 0.223
C 0.078 -0.902 0.702
C 1.021 -0.717 -0.440
C 0.773 0.397 0.618
H -0.056 2.739 -1.489
H -1.640 -1.667 -0.348
H -2.032 -0.680 1.082
H 0.317 -1.554 1.522
H 0.248 -0.621 -1.388
H 2.049 -1.127 -0.338
H 1.482 0.779 1.371
```

Properties
HOMO (eV): -9.852
LUMO level (eV): 1.08
SMILES string: [H]/N=C1\OC[C@H]2C[C@@H]12
Relative energy (zero: lowest compared OMol25 entry of this formula, charge and spin) (eV): 3.1306
Electronic energy (hartree): -324.609420

Atom charges from the Löwdin analysis, given in e for atoms 1 to 8: 0.1711 -0.2875 -0.1288 -0.1944 -0.2656 -0.0375 -0.1726 0.0657